C29H31F27N3O7S | ωB97M-V/def2-TZVPD

Atoms and positions in Å:
1 C -1.24 0.91 1.55
2 C -0.18 0.81 0.78
3 C 1.15 0.69 -0.06
4 C 1.30 1.39 -1.47
5 C 2.70 1.17 -2.21
6 C 2.87 1.89 -3.65
7 N 1.88 3.05 -3.76
8 C 3.88 0.31 -1.56
9 S 5.51 -0.01 -2.36
10 O 5.71 0.62 -3.72
11 O 6.70 0.40 -1.50
12 C 5.73 -1.88 -2.62
13 F 4.50 -2.55 -2.92
14 F 6.48 -2.51 -1.58
15 F 6.55 -2.01 -3.82
16 N 3.67 -0.29 -0.22
17 N 4.70 -1.04 0.31
18 C 5.39 -0.39 1.47
19 C 5.61 1.21 1.35
20 C 4.96 2.06 2.59
21 C 3.70 2.98 2.15
22 C 2.40 -0.14 0.52
23 C 2.13 -0.83 1.97
24 O 2.40 0.13 3.05
25 O 1.57 -0.12 4.09
26 H -2.12 1.03 2.29
27 H 0.42 1.99 -1.91
28 H 2.67 1.21 -4.55
29 H 3.92 2.40 -3.73
30 H 0.93 2.68 -3.89
31 H 1.95 3.66 -2.92
32 H 4.41 -2.00 0.56
33 H 6.43 -0.88 1.63
34 H 4.82 -0.57 2.48
35 H 5.30 1.68 0.35
36 H 6.76 1.39 1.44
37 H 5.78 2.80 2.97
38 H 4.63 1.39 3.46
39 H 3.42 2.79 1.05
40 H 3.94 4.08 2.38
41 H 2.79 2.71 2.84
42 H 1.07 -1.27 2.06
43 H 2.90 -1.71 2.02
44 H 1.58 -1.10 4.26
45 C -7.44 -1.48 0.89
46 C -6.72 -1.26 -0.45
47 C -5.41 -2.04 -0.64
48 F -4.48 -1.72 0.28
49 F -4.86 -1.76 -1.85
50 F -6.53 0.07 -0.65
51 F -7.58 -1.66 -1.44
52 O -7.21 -0.50 1.91
53 C -6.05 -0.65 2.70
54 C -5.05 0.50 2.50
55 F -4.66 0.61 1.21
56 F -3.92 0.29 3.23
57 F -5.51 -1.86 2.48
58 F -6.47 -0.66 3.99
59 H -8.51 -1.40 0.68
60 H -7.31 -2.50 1.27
61 H -5.58 -3.12 -0.60
62 H -5.48 1.45 2.81
63 C 1.40 -6.51 4.30
64 C 2.16 -5.23 4.71
65 C 1.31 -4.14 5.36
66 F 0.32 -3.69 4.55
67 F 2.07 -3.05 5.66
68 F 2.83 -4.75 3.63
69 F 3.12 -5.60 5.61
70 O 1.00 -6.62 2.93
71 C -0.22 -5.99 2.58
72 C -0.02 -4.83 1.60
73 F 0.81 -3.88 2.11
74 F -1.20 -4.21 1.33
75 F -0.88 -5.63 3.70
76 F -0.97 -6.95 1.99
77 H 2.11 -7.34 4.43
78 H 0.58 -6.75 4.99
79 H 0.85 -4.49 6.29
80 H 0.41 -5.18 0.66
81 C -2.39 4.26 -5.90
82 C -3.87 4.45 -6.28
83 C -4.45 5.83 -6.01
84 F -4.41 6.17 -4.70
85 F -5.76 5.87 -6.37
86 F -4.60 3.47 -5.68
87 F -3.97 4.21 -7.62
88 O -2.11 3.65 -4.63
89 C -2.12 4.49 -3.49
90 C -3.25 4.16 -2.51
91 F -4.47 4.23 -3.09
92 F -3.26 5.03 -1.47
93 F -2.14 5.78 -3.90
94 F -0.92 4.31 -2.89
95 H -1.97 3.55 -6.62
96 H -1.80 5.17 -6.04
97 H -3.93 6.60 -6.58
98 H -3.13 3.15 -2.11

Output
Charge ... +1
Total energy ... -133562.842 eV
LUMO level ... -5.5 eV
Orbital gap ... 0.26502 Eh
ΔE to the lowest compared entry with this formula, charge and spin ... 546.8 kJ/mol
Highest occupied orbital energy ... -12.8 eV